Density functional theory data (the ωB97M-V functional and the def2-TZVPD basis) for a molecular structure, C20H64AlBF4NO17S2 at a distorted geometry.

Geometry as XYZ:
```
110
Properties=species:S:1:pos:R:3:forces:R:3:mulliken_charge:R:1
C -3.00717 -3.36109 -0.25923 0.2 0.3 0.2 -0.81
O -2.39024 -2.25411 0.37655 -0.2 0.0 -0.1 -0.13
C -3.29267 -1.52472 1.20498 0.3 0.0 0.2 -0.79
C -2.93424 -0.03158 1.27491 -0.1 -0.1 -0.2 -0.66
C -1.59516 0.33572 0.64019 -0.2 0.2 -0.1 0.19
C -1.44066 1.85625 0.49780 0.1 0.1 0.8 0.04
C -0.00286 2.33817 0.74427 0.6 0.3 -0.7 -1.20
Al 1.10252 2.41126 -0.92543 -0.9 -0.7 0.7 -0.71
B 0.55653 0.86698 -2.26635 0.4 -0.2 -0.2 1.00
O -0.77988 0.88575 -2.66011 0.1 -0.2 -0.2 -0.85
N 1.37715 -0.23517 -2.71094 -0.9 0.9 -1.1 -0.01
C 0.66460 -1.09512 -3.68356 0.8 -0.1 0.2 -1.03
C 2.65548 0.23991 -3.30866 0.2 -0.9 1.2 -0.88
S 0.50728 4.41345 -2.02028 0.6 -0.1 -1.0 1.23
O -0.04960 4.03027 -3.30333 -0.3 -0.1 0.2 -0.64
O 1.51903 5.43854 -2.06691 -0.2 0.2 0.3 -0.62
F -0.76558 5.05284 -1.25310 0.0 0.2 0.2 -0.28
S 3.33954 2.37963 -0.15176 0.6 -0.2 0.2 1.11
O 4.27133 1.69025 -1.02807 0.1 0.3 -0.2 -0.64
O 3.32911 1.93091 1.23213 -0.2 0.2 0.1 -0.71
C 4.04029 4.11617 -0.02111 0.3 0.1 0.1 0.50
F 5.11586 4.11266 0.79594 -0.3 0.1 -0.3 -0.24
F 4.42291 4.60739 -1.21259 -0.3 -0.1 0.6 -0.22
F 3.11776 4.94247 0.52640 0.4 -0.2 -0.3 -0.18
H -2.24554 -3.84705 -0.85832 0.0 -0.1 -0.1 0.11
H -3.82720 -3.02702 -0.89869 -0.1 0.0 -0.1 0.42
H -3.36702 -4.07239 0.48251 -0.2 -0.1 0.0 0.37
H -4.31097 -1.67749 0.84335 -0.1 0.1 -0.1 0.44
H -3.24267 -1.94927 2.21488 -0.1 -0.1 0.0 0.27
H -2.94335 0.26114 2.32198 0.0 0.1 0.1 0.26
H -3.72788 0.54983 0.80105 0.0 0.0 -0.1 0.26
H -0.79864 -0.05163 1.27498 0.2 -0.1 -0.1 0.01
H -1.51994 -0.12433 -0.34046 0.2 -0.2 0.0 0.17
H -1.81819 2.17737 -0.47340 -0.1 0.0 -0.1 0.33
H -2.08853 2.32951 1.24403 -0.1 0.0 0.0 -0.17
H 0.53514 1.65321 1.40127 -0.1 0.0 0.2 0.50
H 0.02841 3.32166 1.21716 -0.1 0.0 0.1 0.54
H -1.06318 1.79099 -2.80931 -0.2 0.2 0.2 0.35
H 0.43389 -0.52143 -4.58441 -0.3 0.0 -0.1 0.35
H 1.31869 -1.90891 -3.98864 0.0 -0.1 0.1 0.33
H -0.22711 -1.52826 -3.24742 -0.2 0.1 0.0 0.27
H 2.79978 1.30487 -3.16262 0.0 0.1 -0.2 0.12
H 3.47885 -0.25356 -2.79054 0.2 0.0 -0.1 0.25
H 2.71601 -0.03098 -4.35650 -0.1 0.2 -0.2 0.36
C -4.97324 2.52096 3.46940 0.0 -0.2 0.1 -0.57
O -4.79360 1.13641 3.73456 0.0 0.0 -0.1 -0.42
H -4.35933 2.76787 2.60600 0.0 0.0 0.0 0.20
H -6.01786 2.74940 3.23887 0.0 0.1 0.0 0.28
H -4.65188 3.13196 4.31725 0.0 0.1 0.0 0.27
H -5.33113 0.91135 4.49838 0.0 0.1 0.2 0.28
C 4.55858 2.05894 -6.60574 0.2 0.0 0.3 -0.41
O 4.64209 0.88599 -5.80175 0.0 0.0 -0.3 -0.48
H 3.57496 2.07303 -7.05962 0.0 0.0 0.0 0.05
H 4.68483 2.95724 -5.99422 0.0 0.0 -0.1 0.30
H 5.31156 2.04783 -7.39948 -0.1 0.1 -0.1 0.27
H 5.50676 0.86811 -5.38705 0.0 0.0 0.1 0.26
C 4.59019 6.18643 3.35973 0.0 0.0 -0.2 -0.48
O 4.64576 7.20653 2.36980 0.1 0.0 0.2 -0.54
H 4.68563 6.66701 4.33148 0.0 0.0 0.0 0.27
H 3.63756 5.65279 3.32109 0.0 -0.1 0.0 0.22
H 5.40557 5.47005 3.23503 0.0 0.0 0.1 0.22
H 4.55126 6.78056 1.51385 -0.1 0.0 -0.1 0.31
C -0.47311 -2.93572 3.27956 -0.1 0.0 -0.3 -0.43
O -0.87605 -3.84607 2.26343 -0.1 -0.1 0.2 -0.56
H 0.25756 -3.43247 3.91018 0.0 0.0 0.0 0.18
H -0.01765 -2.04246 2.84159 0.0 0.0 0.1 0.19
H -1.32414 -2.64112 3.90195 0.1 0.1 0.1 0.20
H -1.52539 -3.38513 1.71191 0.3 0.1 -0.2 0.35
C -1.83605 -7.16271 0.83649 -0.1 0.0 -0.1 -0.58
O -2.76367 -6.40152 0.06730 0.1 -0.2 0.0 -0.44
H -0.90192 -6.60832 0.85260 0.0 0.1 0.0 0.19
H -2.18391 -7.28696 1.86492 0.1 0.0 0.0 0.30
H -1.66380 -8.14677 0.38985 0.0 0.0 0.0 0.30
H -3.59800 -6.87509 0.05065 -0.1 0.0 0.0 0.24
C 0.69168 -5.11740 -2.27164 0.0 0.0 -0.2 -0.53
O 0.87370 -4.33767 -3.44811 0.0 -0.1 0.1 -0.46
H 0.73343 -4.43647 -1.42541 0.0 0.0 0.0 0.17
H -0.28061 -5.61943 -2.27218 0.0 0.0 0.1 0.25
H 1.48307 -5.86525 -2.16261 0.0 0.0 0.1 0.34
H 0.83845 -4.92471 -4.20589 0.0 0.0 -0.1 0.26
C 2.74937 2.07365 -10.42825 0.1 -0.3 0.0 -0.64
O 3.03191 1.23581 -9.31065 -0.1 0.2 -0.1 -0.40
H 2.58313 3.07676 -10.04478 0.0 0.0 0.0 0.21
H 3.58371 2.09716 -11.13492 0.0 0.0 0.0 0.29
H 1.85009 1.73994 -10.94903 0.0 0.1 -0.1 0.33
H 3.17681 0.34361 -9.63272 0.0 -0.1 0.0 0.23
C 0.63775 -5.07755 6.70642 -0.3 0.1 0.1 -0.65
O -0.07278 -3.86320 6.48012 0.2 -0.1 0.1 -0.44
H 1.61064 -4.99135 6.22971 0.0 0.1 0.0 0.24
H 0.77735 -5.24837 7.77755 0.1 -0.1 0.0 0.31
H 0.09911 -5.92133 6.26602 0.1 -0.1 0.0 0.30
H -0.92926 -3.95010 6.90285 -0.1 0.1 0.0 0.25
C -6.71747 0.81601 7.68536 0.0 -0.1 -0.1 -0.53
O -6.79140 0.94163 6.26793 0.1 0.0 0.0 -0.49
H -6.22425 1.70704 8.06340 0.0 0.0 0.0 0.21
H -7.71500 0.74915 8.12643 0.0 0.0 0.0 0.24
H -6.13383 -0.06081 7.97567 0.0 0.0 0.0 0.26
H -7.23022 0.15943 5.92479 -0.1 0.0 0.0 0.28
C 1.50679 -2.19058 9.36498 0.2 -0.2 0.1 -0.48
O 1.65044 -3.38018 10.14281 -0.2 0.1 -0.1 -0.52
H 0.47496 -2.13272 9.03236 0.0 -0.1 0.0 0.17
H 1.73970 -1.30433 9.96117 0.0 0.0 -0.1 0.30
H 2.15677 -2.22426 8.48851 -0.1 0.1 -0.1 0.24
H 2.56316 -3.43179 10.43208 0.1 0.0 0.0 0.29
C -0.34929 3.68668 -8.66856 0.1 -0.2 0.0 -0.49
O -0.28145 2.67075 -9.66682 -0.1 0.1 0.1 -0.51
H -1.12054 4.38989 -8.97278 0.0 0.0 0.0 0.24
H -0.61365 3.27128 -7.69422 0.0 0.1 0.0 0.23
H 0.60094 4.22131 -8.58107 0.0 0.0 0.0 0.22
H 0.39330 2.04622 -9.38914 0.0 -0.1 0.1 0.31
```
Forces are in eV/Å.

Output
Charge ... -1
E_LUMO ... 1.779 eV
2S+1 ... 1
HOMO-LUMO gap ... 0.266 hartree

=====

Density functional theory data (the ωB97M-V functional and the def2-TZVPD basis) for C2HBrF2S in the gas phase at a distorted geometry.

Geometry as XYZ:
```
7
Properties=species:S:1:pos:R:3:forces:R:3:mulliken_spin:R:1
C -1.31230 0.07933 0.22214 -0.6 1.5 -1.1 0.83
C 1.33771 -0.39300 0.17598 -0.5 0.3 -1.6 0.83
F -2.34198 -0.56179 -0.34542 0.5 -0.5 0.4 0.07
F 1.01546 -0.66527 -1.11934 0.3 -0.4 0.6 0.05
S -0.09977 -0.58310 1.18649 0.8 -0.8 1.0 0.08
Br 2.51756 1.08423 0.12008 -0.2 -0.1 0.6 0.11
H -1.11668 1.03960 -0.23991 -0.3 0.1 0.0 0.02
```
Forces are in eV/Å.

Output
ΔE to the lowest compared entry with this formula, charge and spin ... 9.10 kcal/mol
Charge ... 0
E_LUMO (spin up / spin down) ... 0.489 / -1.668 eV
⟨S²⟩ ... 2.01
2S+1 ... 3
HOMO-LUMO gap (spin up / spin down) ... 0.317 / 0.326 hartree

=====

Density functional theory data (the ωB97M-V functional and the def2-TZVPD basis) for a molecular structure, C13H13Cl36F3INO7PS3 at a distorted geometry.

Geometry as XYZ:
```
78
Properties=species:S:1:pos:R:3:forces:R:3:mulliken_charge:R:1
O -0.59891 -0.14265 3.59207 0.0 -0.1 -0.2 -0.49
S -0.19919 0.04778 2.21912 -0.4 0.5 0.7 0.84
O 0.51655 1.27718 1.92977 0.0 -0.4 -0.2 -0.74
N -1.40892 -0.08580 1.15666 0.1 -0.8 0.6 -0.32
S -2.84112 -0.49506 1.66464 -1.2 2.3 -1.2 0.91
O -3.71613 -0.58387 0.51459 0.5 -0.6 0.2 -0.61
O -3.38221 0.28382 2.74870 0.6 -0.7 0.2 -0.56
S -2.80453 -2.51086 2.53873 0.5 -0.5 2.0 0.98
O -1.45957 -2.96417 2.78293 -0.2 0.1 -0.8 -0.46
O -3.67622 -2.48298 3.69055 -0.3 0.2 -0.8 -0.63
C -3.58100 -3.76249 1.35854 -0.1 -0.2 0.1 0.57
F -4.19728 -4.65862 2.13213 0.0 0.0 -0.1 -0.21
F -4.46509 -3.23208 0.53218 0.1 -0.1 0.0 -0.19
F -2.63159 -4.39439 0.67657 0.0 0.2 -0.1 -0.22
P 1.33272 -1.43622 1.63678 0.8 0.5 -0.6 0.25
O 0.47828 -2.34313 0.59322 -0.2 -0.2 0.5 -0.22
I 1.78799 -2.72895 3.67721 -0.9 0.3 0.2 -0.12
H 1.02921 -3.09235 0.32563 -0.1 0.0 -0.2 0.20
C -0.45811 3.86498 0.54405 0.0 -0.1 0.0 0.56
Cl -2.16879 3.66752 0.90884 0.0 0.0 0.0 -0.14
Cl -0.16601 3.70051 -1.19057 0.0 -0.1 0.3 -0.02
Cl 0.12792 5.42827 1.13388 0.0 0.1 0.0 -0.16
H 0.09018 3.07963 1.05324 -0.1 0.0 0.0 -0.18
C 5.48230 -5.23967 2.19258 0.1 0.2 0.1 -0.04
Cl 5.85734 -6.02706 3.72853 0.0 0.0 0.0 -0.09
Cl 4.56116 -6.33859 1.15383 0.2 -0.2 0.3 -0.15
Cl 4.62463 -3.72436 2.49441 0.5 -0.5 -0.3 -0.08
H 6.41289 -5.01409 1.68881 0.0 -0.1 0.0 0.30
C 1.41091 2.07631 -4.90588 0.0 0.0 0.1 0.21
Cl 1.25308 0.35018 -5.24095 0.0 0.0 0.0 -0.14
Cl -0.10102 2.73273 -4.28691 -0.1 -0.3 -0.2 -0.07
Cl 2.73031 2.37674 -3.77596 0.0 0.0 0.0 -0.12
H 1.63930 2.58138 -5.83466 0.0 0.0 0.0 0.09
C 5.19297 -6.97927 7.97177 -0.1 0.0 -0.1 0.11
Cl 4.51536 -8.55475 7.57426 0.0 0.0 -0.3 -0.11
Cl 6.58757 -6.61765 6.95078 0.1 0.0 0.1 -0.13
Cl 3.97187 -5.71835 7.82800 0.0 0.0 0.0 -0.09
H 5.52725 -7.00888 9.00051 0.0 0.0 0.0 0.21
C -3.34340 -0.27086 6.38321 0.1 0.0 -0.1 0.96
Cl -4.33603 -1.46348 7.23349 0.0 0.0 0.0 -0.16
Cl -4.14381 1.30241 6.36947 0.0 0.0 0.0 -0.15
Cl -1.74461 -0.15230 7.11750 0.0 0.0 0.0 -0.14
H -3.22240 -0.59921 5.35602 0.0 0.0 0.0 -0.55
C -4.46371 0.81476 -2.43373 0.0 0.0 0.0 0.50
Cl -5.22354 -0.71608 -2.86703 0.0 0.0 0.0 -0.15
Cl -2.95892 1.03802 -3.32660 0.0 0.0 0.0 -0.09
Cl -5.57001 2.16489 -2.73482 0.0 0.0 0.0 -0.16
H -4.23250 0.78704 -1.37685 0.0 0.0 0.1 -0.10
C 3.92272 -3.21158 -1.85735 -0.1 0.1 0.0 -0.04
Cl 3.15286 -4.31741 -0.71447 -0.2 0.2 -0.3 -0.09
Cl 2.98752 -1.73547 -2.05029 0.0 0.0 0.0 -0.09
Cl 5.57378 -2.85249 -1.33662 0.0 0.0 0.0 -0.14
H 3.97542 -3.70872 -2.81635 0.0 0.0 0.0 0.34
C 0.33954 7.40792 -3.26853 -0.1 -0.1 0.2 -0.10
Cl 0.24450 5.70958 -3.70823 0.1 0.3 -0.1 0.20
Cl -1.22267 7.96098 -2.66320 0.3 0.1 0.3 -0.12
Cl 1.62018 7.68218 -2.08005 0.0 0.0 -0.1 -0.13
H 0.57218 7.98399 -4.15227 0.0 0.0 0.0 0.24
C -4.27802 6.55398 -5.34738 0.0 0.0 0.0 -0.05
Cl -4.95401 6.77528 -6.96651 0.0 0.0 0.1 -0.11
Cl -3.08599 5.26056 -5.34336 0.0 0.0 0.0 -0.04
Cl -3.57972 8.06198 -4.75125 -0.3 0.0 -0.3 -0.12
H -5.08404 6.27237 -4.68314 0.0 0.0 0.0 0.32
C 2.85142 -9.47492 11.08099 0.0 0.0 -0.1 0.00
Cl 1.82459 -8.52699 10.01304 0.0 0.0 0.0 -0.08
Cl 2.60045 -11.20344 10.83174 0.0 0.0 0.0 -0.13
Cl 4.55848 -9.06085 10.87280 0.0 0.0 0.2 -0.11
H 2.57818 -9.23948 12.10043 0.0 0.0 0.0 0.33
C 2.63784 6.21295 -7.27322 -0.1 -0.1 0.1 -0.06
Cl 3.26916 4.64695 -6.75916 0.1 0.0 0.0 -0.11
Cl 1.14993 6.01601 -8.19812 0.3 0.1 0.0 -0.10
Cl 2.36134 7.25496 -5.88137 0.3 0.1 -0.1 -0.10
H 3.38194 6.67958 -7.90433 0.0 0.0 0.0 0.37
C -3.07717 4.86906 -10.02154 0.0 0.0 0.1 -0.06
Cl -4.12449 3.90459 -8.98678 0.0 -0.1 0.0 -0.08
Cl -3.78973 6.45200 -10.34337 0.0 0.0 -0.1 -0.13
Cl -1.47237 5.03765 -9.30564 -0.2 -0.1 -0.1 -0.07
H -2.96901 4.35284 -10.96569 0.0 0.0 0.0 0.33
```
Forces are in eV/Å.

Output
Charge ... -1
E_LUMO ... 1.486 eV
2S+1 ... 1
HOMO-LUMO gap ... 0.286 hartree

=====

Density functional theory data (the ωB97M-V functional and the def2-TZVPD basis) for a molecular structure, C41H53AsNSSb2SiTi.

Geometry as XYZ:
```
101
Properties=species:S:1:pos:R:3:forces:R:3:mulliken_spin:R:1
Ti -0.39944 -0.36278 -0.27516 -0.2 -0.4 0.1 1.84
C 1.23568 -5.62225 1.37146 -0.1 0.0 0.0 0.00
Si -0.49667 -5.93467 0.74955 0.0 0.0 0.0 0.00
C -1.50777 -6.71819 2.12189 0.0 0.0 0.0 0.00
C -0.44019 -7.06829 -0.74116 0.0 0.0 0.0 0.00
C -1.45617 -4.38541 0.18576 0.0 0.0 0.1 -0.01
C -2.77912 -4.59511 -0.18650 0.0 0.0 0.0 0.01
C -3.60683 -3.55891 -0.61645 0.0 0.0 0.0 -0.01
C -3.06789 -2.29625 -0.67765 0.0 0.0 0.1 0.05
N -1.79740 -2.05397 -0.33591 0.1 0.1 -0.1 -0.03
C -0.99955 -3.05802 0.09078 0.0 0.0 0.0 0.06
S 0.59476 -2.48641 0.52858 -0.1 0.1 -0.3 -0.01
H 1.66889 -6.58997 1.64073 0.0 0.0 0.0 0.00
H 1.24959 -4.98989 2.25986 0.0 0.0 0.0 0.00
H 1.87544 -5.15856 0.62192 0.0 0.0 0.0 0.00
H -1.21975 -7.76325 2.25402 0.0 0.0 0.0 0.00
H -2.58121 -6.69722 1.92670 0.0 0.0 0.0 0.00
H -1.33168 -6.20599 3.07002 0.0 0.0 0.0 0.00
H 0.02570 -8.02067 -0.47988 0.0 0.0 0.0 0.00
H 0.14305 -6.62249 -1.54943 0.0 0.0 0.0 0.00
H -1.43728 -7.28556 -1.12932 0.0 0.0 0.0 0.00
H -3.19533 -5.59633 -0.14136 0.0 0.0 0.0 0.00
H -4.63618 -3.73273 -0.89403 0.0 0.0 0.0 0.00
H -3.65403 -1.43645 -0.98557 0.0 0.0 0.0 0.00
C -1.22255 3.41500 0.46438 0.0 0.0 0.0 0.03
C 0.23062 3.71029 0.88525 0.0 0.0 -0.1 -0.03
C 1.14521 2.59890 1.44240 0.0 0.2 0.0 0.02
Sb 1.85041 1.61384 -0.32605 -0.2 -0.5 0.0 -0.06
C 2.96164 3.29276 -1.00874 -0.1 0.1 0.0 0.00
C 2.81882 3.85021 -2.27433 0.0 -0.1 -0.1 0.00
C 3.55822 4.96688 -2.64298 0.0 0.0 0.0 0.00
C 4.44943 5.53781 -1.74789 0.0 0.0 0.0 0.00
C 4.60146 4.98803 -0.48284 0.0 0.0 0.0 0.00
C 3.85998 3.87488 -0.11607 0.0 0.0 0.1 0.00
C 3.43786 0.20117 -0.30433 0.1 0.1 -0.2 0.01
C 4.75750 0.42688 0.08037 0.0 0.0 0.2 0.00
C 5.75488 -0.47212 -0.26215 0.0 0.0 0.0 0.00
C 5.44968 -1.59835 -1.01768 0.0 0.0 0.0 0.00
C 4.14592 -1.81957 -1.43097 0.0 0.0 0.0 0.00
C 3.14690 -0.91849 -1.08486 0.0 -0.1 0.0 0.00
Sb -2.25632 2.00261 -0.89428 0.1 0.2 0.1 -0.01
C -3.05871 3.54252 -2.11888 -0.1 -0.1 -0.1 0.00
C -4.32967 3.37612 -2.65915 0.0 0.0 0.0 0.00
C -4.85989 4.33433 -3.51312 0.0 0.0 0.0 0.00
C -4.12122 5.46349 -3.83151 0.0 0.0 0.0 0.00
C -2.85311 5.63629 -3.29360 0.0 0.0 0.0 0.00
C -2.32407 4.68071 -2.43892 0.0 0.0 0.0 0.00
C -0.97748 1.20096 -2.47250 0.0 0.1 0.0 0.01
C -0.06592 1.98230 -3.18466 0.0 0.0 0.0 0.00
C 0.74713 1.42051 -4.15113 0.0 0.0 0.0 0.01
C 0.68844 0.05232 -4.41117 0.0 0.0 0.0 0.00
C -0.25520 -0.72693 -3.76818 0.0 0.0 0.0 0.02
C -1.10786 -0.14721 -2.82514 -0.2 0.2 0.0 0.04
H -1.62238 4.35584 0.08295 0.0 0.0 0.1 0.00
H -1.80813 3.19000 1.35839 0.0 0.0 0.0 0.00
H 0.14112 4.47147 1.66687 0.0 0.0 0.0 0.00
H 0.73816 4.22485 0.06283 0.0 0.0 0.0 0.00
H 0.59526 1.89050 2.05935 0.0 0.0 0.0 0.02
H 1.93219 3.04729 2.04741 0.0 -0.1 0.0 0.00
H 2.14136 3.41259 -2.99376 0.0 0.0 0.0 0.00
H 3.43784 5.38935 -3.63214 0.0 0.0 0.0 0.00
H 5.02547 6.40754 -2.03426 0.0 0.0 0.0 0.00
H 5.29658 5.42585 0.22162 0.0 0.0 0.0 0.00
H 3.98631 3.46955 0.88186 0.0 0.0 0.0 0.00
H 5.02045 1.30564 0.65593 0.0 0.0 0.0 0.00
H 6.77412 -0.28862 0.05148 0.0 0.0 0.0 0.00
H 6.23203 -2.29422 -1.29040 0.0 0.0 0.0 0.00
H 3.90258 -2.68973 -2.02705 0.0 0.0 0.0 0.00
H 2.13547 -1.11870 -1.44783 0.3 0.1 0.1 0.02
H -4.92043 2.50024 -2.41670 0.0 0.0 0.0 0.00
H -5.85122 4.19853 -3.92466 0.0 0.0 0.0 0.00
H -4.53377 6.21122 -4.49555 0.0 0.0 0.0 0.00
H -2.27580 6.51890 -3.53628 0.0 0.0 0.0 0.00
H -1.33418 4.84123 -2.02507 0.0 0.0 0.0 0.00
H 0.00043 3.04448 -2.97913 0.0 0.0 0.0 0.00
H 1.44432 2.04027 -4.70094 0.0 0.0 0.0 0.00
H 1.35617 -0.38747 -5.13972 0.0 0.0 0.0 0.00
H -0.35827 -1.77792 -4.00649 0.0 0.0 0.0 0.00
H -1.94167 -0.72865 -2.44792 0.1 -0.1 0.1 -0.02
C -2.58059 0.90589 4.74365 0.0 0.0 0.0 0.00
C -2.33595 1.04553 3.24583 0.0 0.0 0.0 0.00
As -1.17091 -0.32465 2.44879 0.1 0.1 -0.1 -0.01
C 0.29646 -0.24869 3.75935 -0.1 0.0 0.0 0.01
C 1.66089 -0.70829 3.26573 0.0 0.0 0.0 0.00
C -2.19981 -1.93623 2.93290 0.0 0.0 0.0 0.01
C -1.43562 -2.99983 3.70922 0.0 0.0 0.0 0.00
H -3.30508 1.64674 5.08410 0.0 0.0 0.0 0.00
H -1.66605 1.05913 5.31650 0.0 0.0 0.0 0.00
H -2.97519 -0.07600 5.00760 0.0 0.0 0.0 0.00
H -1.87640 2.01148 3.03094 0.0 0.0 0.0 0.00
H -3.27668 1.00938 2.68998 0.0 0.0 0.0 0.00
H -0.01052 -0.81887 4.63575 0.0 0.0 0.0 0.00
H 0.33334 0.79752 4.07345 0.0 0.0 0.0 0.00
H 2.43062 -0.44229 3.99215 0.0 0.0 0.0 0.00
H 1.93114 -0.24754 2.31189 0.0 0.0 0.0 0.03
H 1.69454 -1.78641 3.11763 0.0 0.0 0.0 0.00
H -2.58195 -2.35629 2.00494 0.0 0.0 0.0 0.00
H -3.06656 -1.58779 3.49588 0.0 0.0 0.0 0.00
H -0.52691 -3.29943 3.18253 0.0 0.0 0.0 0.00
H -2.05854 -3.88722 3.83372 0.0 0.0 0.0 0.00
H -1.15288 -2.66290 4.70658 0.0 0.0 0.0 0.00
```
Forces are in eV/Å.

Output
ΔE to the lowest compared entry with this formula, charge and spin ... 0.00 kcal/mol
Charge ... +1
E_LUMO (spin up / spin down) ... -2.746 / -2.588 eV
⟨S²⟩ ... 2.01
2S+1 ... 3
HOMO-LUMO gap (spin up / spin down) ... 0.263 / 0.283 hartree